# 1
{
  "formula": "C3H10NO2S",
  "method": "the ωB97M-V functional and the def2-TZVPD basis",
  "relative_energy_ev": 2.4546,
  "molar_mass_g_mol": 124.18,
  "homo_ev": -13.23,
  "energy_ev": -19684.457,
  "charge": 1,
  "species": ["O", "C", "C", "C", "S", "N", "H", "H", "H", "H", "H", "H", "H", "H", "H", "H", "O"],
  "xyz": [[0.9328, 1.8422, -0.3570], [0.8595, 0.9242, 0.3902], [-0.2549, -0.1404, -0.0381], [0.1786, -1.5623, 0.0120], [1.6871, -2.0418, -0.9972], [-1.3629, 0.0555, 0.9885], [1.4935, 0.5554, 1.3167], [-0.6079, 0.1883, -1.1838], [-0.5618, -2.1387, -0.3853], [0.3058, -2.0252, 1.0892], [1.0924, -2.0067, -2.1288], [-2.0429, -0.7236, 0.9556], [-1.6568, 1.1476, 0.9552], [-1.0398, -0.1991, 1.9551], [-3.4932, 2.5630, 0.2698], [-2.0042, 3.1426, 0.0653], [-2.6376, 2.7138, 0.8499]],
  "atomic_forces_ev_per_a": [[1.00, 1.04, 0.91], [-0.77, -2.65, -0.56], [0.30, 1.57, -1.22], [2.58, -0.96, 1.88], [0.25, 0.59, 2.51], [0.32, 0.69, 0.80], [-0.67, 1.32, -1.41], [0.63, -0.81, 3.34], [-2.24, -1.68, -1.11], [0.14, 1.27, -1.87], [-0.95, 0.08, -1.66], [-0.67, 1.13, -0.95], [-0.85, -2.30, 0.26], [0.51, 0.98, -0.78], [2.21, 0.42, 1.87], [-2.29, -1.28, 3.13], [0.52, 0.61, -5.12]]
}

# 2
{
  "formula": "C3H10NO3",
  "method": "the ωB97M-V functional and the def2-TZVPD basis",
  "relative_energy_ev": 0.5287,
  "molar_mass_g_mol": 108.12,
  "multiplicity": 2,
  "homo_ev": [-10.08, -10.03],
  "energy_ev": -10902.530,
  "species": ["C", "C", "O", "N", "C", "O", "H", "H", "H", "H", "H", "H", "H", "H", "H", "H", "O"],
  "xyz": [[-0.0304, -1.0097, 0.1562], [0.9257, -0.3811, 1.2429], [0.5034, 0.8513, 1.7332], [-1.4508, -0.6248, 0.1621], [-1.8317, 0.5692, -0.6403], [-0.9363, 1.5849, -0.3580], [-0.0357, -2.1010, 0.3078], [0.2314, -0.8778, -0.8669], [1.0410, -1.0274, 2.0878], [1.9111, -0.2828, 0.7819], [-0.0150, 1.3655, 1.0505], [-1.6759, -0.3115, 1.0974], [-1.7143, 0.3491, -1.6953], [-2.8222, 0.9250, -0.3560], [1.1964, 0.3167, -1.6409], [2.6059, 0.6661, -1.2997], [2.0973, -0.0115, -1.7628]],
  "atomic_forces_ev_per_a": [[-0.82, -1.02, 0.60], [-0.29, 0.35, -1.54], [-0.89, 1.02, -0.17], [0.08, 1.70, 0.84], [0.63, 0.51, -0.34], [0.21, -0.50, 0.34], [0.14, 0.27, 0.02], [0.81, 0.05, -0.43], [-0.19, -0.59, 0.47], [0.06, -0.16, -0.11], [0.83, -0.60, 0.62], [-0.25, -0.45, 0.54], [-0.40, -0.36, -0.35], [-0.29, -0.65, -0.17], [0.17, 0.06, -0.22], [0.20, -0.14, -0.16], [-0.01, 0.50, 0.06]]
}

# 3
{
  "formula": "C3H10NO3P",
  "method": "the ωB97M-V functional and the def2-TZVPD basis",
  "relative_energy_ev": 0.0000,
  "molar_mass_g_mol": 139.09,
  "homo_ev": -9.75,
  "energy_ev": -20195.629,
  "smiles": "CO[P@@](=O)(O)[C@@H](C)N",
  "species": ["C", "C", "C", "N", "O", "O", "O", "P", "H", "H", "H", "H", "H", "H", "H", "H", "H", "H"],
  "xyz": [[0.5195, -2.3198, 0.3288], [-0.3717, 2.5440, -1.0670], [0.0767, -1.0051, -0.2210], [-1.3592, -0.7990, 0.1541], [0.9042, 0.4373, 1.9597], [2.3231, 0.7285, -0.0319], [-0.2324, 1.6556, 0.0537], [0.9307, 0.5089, 0.3698], [0.1768, -3.2642, -0.2757], [0.2287, -2.5543, 1.4088], [1.6151, -2.3067, 0.3865], [-0.4894, 3.5140, -0.5490], [-1.5095, 2.4235, -1.3645], [0.3905, 2.3702, -1.7469], [0.2080, -0.8217, -1.3122], [-1.8879, -1.5568, -0.3271], [-1.5609, 0.1537, -0.0032], [0.0379, 0.2920, 2.2371]],
  "atomic_forces_ev_per_a": [[0.88, -2.48, 0.54], [-4.50, 0.36, 2.83], [-1.63, 1.61, 0.03], [1.16, -2.37, -0.07], [1.69, 0.51, -0.90], [-0.55, 0.13, -0.82], [1.50, -1.59, 0.73], [0.00, 0.57, 0.43], [0.62, 1.95, 0.84], [-0.09, 0.88, -1.47], [-0.07, -0.43, -0.36], [1.10, 0.05, -0.93], [2.46, -0.26, -0.47], [1.09, 0.24, -1.63], [0.13, -0.93, 0.25], [0.03, 1.54, 0.49], [-1.25, 0.70, -0.72], [-2.58, -0.49, 1.22]]
}

# 4
{
  "formula": "C3H10NO4",
  "method": "the ωB97M-V functional and the def2-TZVPD basis",
  "relative_energy_ev": 1.3765,
  "molar_mass_g_mol": 124.12,
  "homo_ev": -4.65,
  "energy_ev": -12954.936,
  "charge": -1,
  "species": ["O", "C", "O", "C", "C", "N", "H", "H", "H", "H", "H", "H", "H", "H", "O", "H", "H", "O"],
  "xyz": [[-1.4874, 0.0299, 0.0856], [-0.4883, 0.1758, -0.5720], [-0.1378, 1.0879, -1.2674], [0.5318, -1.1115, -0.4080], [0.9195, -1.3458, 1.1712], [1.8018, -1.1539, -1.2016], [-0.0238, -1.9554, -0.6089], [0.0754, -1.8264, 1.7362], [1.7305, -2.0048, 1.0634], [1.2949, -0.4631, 1.5875], [1.6696, -0.4033, -1.9375], [2.4652, -0.7057, -0.5945], [0.4299, 2.7185, -0.1128], [1.7396, 2.1513, -0.4110], [1.2962, 3.0010, -0.2857], [-4.2337, 1.2067, 0.9635], [-3.3338, 0.2273, 0.2647], [-4.2495, 0.3715, 0.5273]],
  "atomic_forces_ev_per_a": [[-3.16, -0.43, 1.93], [2.76, -3.51, 0.53], [1.12, 2.32, -2.29], [0.85, 1.93, 2.32], [-2.20, -0.62, -2.71], [-1.37, 1.65, -0.69], [-1.36, -1.84, -0.89], [0.88, 0.77, -0.51], [1.12, -1.29, 0.36], [0.20, 1.50, 0.92], [0.07, -1.09, 0.80], [0.71, 0.12, 0.24], [-2.11, -0.66, -0.02], [-0.21, 0.26, -0.24], [2.60, 0.87, 0.26], [0.07, 0.86, 0.43], [0.85, -0.10, -0.16], [-0.79, -0.77, -0.28]]
}